DFT (the ωB97M-V functional and the def2-TZVPD basis) results for the molecule C5H10O2.

M: 102.1 g mol⁻¹
gap between HOMO and LUMO: 10.545 eV
energy above the lowest of the compared OMol25 structures with the same formula, charge and spin: 2.693 eV
SMILES: COC[C@H]1C[C@H]1O
HOMO: -9.62 eV

```
! RIJCOSX wB97M-V def2-TZVPD def2/J DEFGRID3
* xyz 0 1
C 0.3670 1.1531 2.0199
O -0.7124 0.7650 1.2088
C -0.4866 1.0033 -0.1632
C 0.4375 -0.0113 -0.8243
C 0.5917 -1.3573 -0.1670
C -0.1919 -1.2578 -1.4220
O -1.5679 -1.4543 -1.3074
H 1.3158 0.8712 1.5546
H 0.2791 0.6226 2.9722
H 0.3889 2.2397 2.2137
H -1.4774 0.9592 -0.6216
H -0.0883 2.0158 -0.3207
H 1.3097 0.3940 -1.3388
H 1.5542 -1.8468 -0.2052
H 0.0307 -1.5168 0.7489
H 0.2356 -1.6481 -2.3467
H -1.9857 -0.9315 -2.0013
*
```